No. 1
# C4H4P4

One molecule with the formula C4H4P4 at a distorted geometry (the ωB97M-V functional and the def2-TZVPD basis, the OMol25 dataset).

XYZ file:
```
12
Properties=species:S:1:pos:R:3:forces:R:3
C 1.3454 0.3096 0.5001 -0.81 -2.37 -1.65
C 0.4040 -0.1409 1.3026 -0.81 -0.01 2.25
C -1.3310 0.6537 -1.4150 -6.23 -0.91 0.95
C -0.0574 -1.6690 -0.8093 0.75 -0.24 -1.66
P 0.1818 1.2491 -1.7975 3.64 1.36 -1.94
P 1.4086 -0.4965 -1.2140 -1.35 0.40 1.60
P -0.7299 -1.5213 0.8703 1.22 -0.25 0.74
P -1.8198 -1.0030 -1.0017 0.35 2.43 -1.11
H 1.8667 1.1252 0.8642 1.62 1.46 0.05
H 0.3984 0.3262 2.3376 -0.56 -0.74 -1.23
H -2.2174 1.4139 -1.6217 1.79 -1.67 0.57
H -0.0774 -2.5502 -1.5165 0.40 0.53 1.43
```
Forces are in eV/Å.

Summary:
- <S²> = 2.018
- orbital gap (spin up / spin down) (eV) = 6.2056 / 5.7481
- 2S+1 = 3

Results of the natural (NBO) charge analysis, in e, for atoms 1 through 6:
1 C -0.422
2 C -0.569
3 C -1.111
4 C -1.122
5 P 0.406
6 P 0.520

---

No. 2
# C4H4S

One molecule with the formula C4H4S at a distorted geometry (the ωB97M-V functional and the def2-TZVPD basis, the OMol25 dataset).

XYZ file:
```
9
Properties=species:S:1:pos:R:3:forces:R:3
C 1.8818 -1.4060 -0.1696 0.18 0.23 -0.16
S 2.3219 0.1918 0.2167 -0.99 0.24 -0.38
C 0.8776 0.8370 -0.1497 1.65 -0.48 0.86
C -0.4172 0.4534 -0.4921 -0.83 0.14 -0.52
C -1.5080 0.5148 0.2854 0.14 -0.06 0.07
H 1.3084 -1.8722 0.6347 -0.09 0.03 0.17
H -0.5334 0.2220 -1.5491 -0.02 -0.14 -0.08
H -2.4880 0.3229 -0.1124 -0.11 -0.12 -0.15
H -1.4431 0.7363 1.3362 0.07 0.14 0.19
```
Forces are in eV/Å.

Summary:
- orbital gap (spin up / spin down) (eV) = 7.4213 / 6.7626
- ΔE to the lowest compared entry with this formula, charge and spin (kJ/mol) = 675.2
- SMILES = C#S#CC=C

Results of the natural (NBO) charge analysis, in e, for atoms 1 through 6:
1 C -0.524
2 S 0.611
3 C -0.174
4 C -0.349
5 C -0.360
6 H 0.151

---

No. 3
# C4H4S

One molecule with the formula C4H4S at a distorted geometry (the ωB97M-V functional and the def2-TZVPD basis, the OMol25 dataset).

XYZ file:
```
9
Properties=species:S:1:pos:R:3:forces:R:3
C -1.6696 -1.3107 -0.0805 5.47 0.86 0.95
C -0.3838 -1.1605 -0.0345 -7.01 -0.07 0.85
C 0.8554 -0.4134 0.1646 0.24 -0.29 -3.99
C 0.5335 1.0992 -0.0488 0.05 0.12 0.34
S 2.3346 -1.1132 -0.0401 -0.94 0.59 0.88
H -2.7829 -1.3438 0.0856 1.95 -0.31 -0.61
H -0.4887 1.2433 -0.5512 1.89 -0.38 0.08
H 0.1734 1.1895 1.0041 0.76 1.51 -0.22
H 1.4280 1.8095 -0.4993 -2.42 -2.02 1.71
```
Forces are in eV/Å.

Summary:
- orbital gap (eV) = 7.8535
- ΔE to the lowest compared entry with this formula, charge and spin (kJ/mol) = 380.0
- SMILES = C#CC(C)=S

Results of the natural (NBO) charge analysis, in e, for atoms 1 through 6:
1 C -0.186
2 C -0.078
3 C -0.167
4 C -0.672
5 S 0.090
6 H 0.266

---

No. 4
# C4H4S

One molecule with the formula C4H4S at a distorted geometry (the ωB97M-V functional and the def2-TZVPD basis, the OMol25 dataset).

XYZ file:
```
9
Properties=species:S:1:pos:R:3:forces:R:3
C 0.5458 -1.9596 -0.3394 0.62 1.60 -1.00
C 0.3741 -0.5646 -0.1141 0.34 -0.02 0.08
C -0.6142 1.5539 0.0766 1.67 -0.39 2.44
C 0.1486 0.6159 0.6642 1.07 -2.83 0.34
S 0.2982 -1.0993 -1.8808 -0.13 -0.17 2.50
H 0.4948 -2.9458 0.0496 -0.34 -0.41 0.05
H -0.8534 2.3639 0.6363 -0.82 2.63 1.13
H -0.9591 1.3869 -0.8451 -1.44 -0.31 -3.35
H 0.5650 0.6488 1.7527 -0.97 -0.10 -2.19
```
Forces are in eV/Å.

Summary:
- <S²> = 2.030
- orbital gap (spin up / spin down) (eV) = 6.8815 / 8.5648
- ΔE to the lowest compared entry with this formula, charge and spin (kJ/mol) = 0.0
- 2S+1 = 3

Results of the natural (NBO) charge analysis, in e, for atoms 1 through 6:
1 C -0.390
2 C -0.084
3 C -0.382
4 C -0.291
5 S 0.298
6 H 0.238

---

No. 5
# C4H4S2

One molecule with the formula C4H4S2 at a distorted geometry (the ωB97M-V functional and the def2-TZVPD basis, the OMol25 dataset).

XYZ file:
```
10
Properties=species:S:1:pos:R:3:forces:R:3
C -1.7669 0.3629 0.8365 0.91 1.78 -4.79
C -0.5556 -0.0796 0.3673 -2.45 3.82 -0.07
C 0.1110 0.7737 -0.7960 -1.97 -2.55 0.73
S -0.5282 1.7380 -1.9447 0.64 -0.74 1.43
C 0.2007 -0.9277 1.2303 -0.13 -1.09 4.32
S 1.5189 -1.8139 1.1168 1.11 -0.34 -1.28
H -2.3657 0.0756 1.6062 -0.88 -1.31 2.52
H -2.3462 1.1098 0.1682 1.27 -1.08 0.99
H 1.0444 0.2728 -0.7495 1.87 0.75 -0.98
H -0.1197 -1.0205 2.3924 -0.37 0.76 -2.88
```
Forces are in eV/Å.

Summary:
- orbital gap (eV) = 7.3659
- ΔE to the lowest compared entry with this formula, charge and spin (kJ/mol) = 276.0
- SMILES = C=C(C=S)C=S

Results of the natural (NBO) charge analysis, in e, for atoms 1 through 6:
1 C -0.189
2 C -0.214
3 C -0.264
4 S 0.096
5 C -0.339
6 S 0.090

---

No. 6
# C4H4S2

One molecule with the formula C4H4S2 at a distorted geometry (the ωB97M-V functional and the def2-TZVPD basis, the OMol25 dataset).

XYZ file:
```
10
Properties=species:S:1:pos:R:3:forces:R:3
C -0.8025 0.3728 -0.9943 2.54 1.29 -0.26
C 0.4838 0.6747 -0.8080 -0.58 0.28 1.94
C 1.0074 0.5295 0.6412 -3.80 -3.29 -2.78
S 1.1615 -1.4287 0.7708 -0.28 1.71 -0.53
S -0.8199 -1.9332 0.3619 -0.28 0.29 -0.01
C -1.5897 -0.4468 -0.4182 -2.43 -2.50 1.24
H 1.1920 0.9322 -1.5335 0.79 0.11 -1.18
H 1.8317 1.0297 0.8913 3.66 1.44 0.78
H 0.2351 0.7248 1.3208 -1.04 0.43 0.99
H -2.6994 -0.4548 -0.2321 1.41 0.25 -0.20
```
Forces are in eV/Å.

Summary:
- orbital gap (eV) = 8.2181
- ΔE to the lowest compared entry with this formula, charge and spin (kJ/mol) = 246.6
- SMILES = C1=CCSSC=1

Results of the natural (NBO) charge analysis, in e, for atoms 1 through 6:
1 C -0.033
2 C -0.202
3 C -0.443
4 S 0.055
5 S 0.093
6 C -0.369

---

No. 7
# C4H53N2O25S2

C4H53N2O25S2 as an isolated structure at a distorted geometry (the ωB97M-V functional and the def2-TZVPD basis, the OMol25 dataset).

XYZ file:
```
86
Properties=species:S:1:pos:R:3:forces:R:3
N 2.7443 -1.2635 1.9319 0.75 0.19 0.21
C 3.2742 -0.5306 0.7833 -0.31 -0.96 -0.31
C 2.2836 -0.3026 -0.3355 0.48 0.99 0.56
C 1.4479 0.9400 -0.1968 -0.57 -0.96 0.69
C 0.5833 0.9813 1.0621 -0.42 -0.06 -1.15
S -1.1686 0.6118 0.8286 -0.39 0.38 0.60
O -1.8714 1.4716 1.7491 -0.34 0.58 1.42
O -1.6436 0.8810 -0.5131 0.71 -0.53 -1.08
N -1.3800 -0.9027 1.3625 0.07 -0.76 -1.21
S -1.6746 -2.0272 0.2704 0.41 0.52 -0.67
O -2.9180 -1.8807 -0.4395 -1.15 0.12 -0.07
O -0.6037 -2.3111 -0.6832 0.60 -0.13 0.53
H 1.8841 -1.6941 1.6764 -0.68 -0.43 -0.10
H 2.5615 -0.6223 2.6737 -0.24 0.32 0.62
H 3.7287 0.3953 1.0712 0.21 0.66 0.43
H 4.0563 -1.1439 0.3777 0.70 -0.30 -0.36
H 2.8493 -0.1891 -1.2238 0.52 0.05 -0.96
H 1.6830 -1.1608 -0.4933 -0.70 -0.88 0.08
H 2.0282 1.8320 -0.2231 0.71 0.61 0.05
H 0.8093 0.9814 -1.0425 -0.76 0.25 -0.94
H 0.9164 0.3385 1.8373 0.16 -0.61 0.58
H 0.6268 1.9664 1.4531 -0.46 0.94 0.41
H -1.8059 -3.1393 1.0198 0.16 0.29 0.41
O 2.2596 1.4042 3.7618 0.26 0.22 0.26
H 1.6001 1.2666 4.4536 -0.29 -0.40 0.02
H 2.3301 2.3581 3.6698 0.07 0.07 -0.29
O 0.1939 -5.2895 -0.4438 -0.21 -0.18 0.12
H 0.1298 -5.5492 -1.3676 -0.01 0.07 -0.15
H 0.0502 -4.3353 -0.4838 0.10 0.29 -0.03
O -1.1219 -4.2760 -2.9908 0.34 -0.03 0.01
H -2.0220 -4.4445 -2.6999 -0.20 0.11 -0.31
H -1.0003 -3.3379 -2.7869 -0.07 -0.04 0.07
O -4.0239 4.0630 1.4657 -0.19 -0.28 0.20
H -4.2893 3.9088 0.5557 0.03 -0.02 -0.14
H -3.5395 3.2580 1.7039 0.31 0.00 -0.08
O -4.1408 -3.7313 -3.0010 -0.10 0.08 0.21
H -5.0227 -3.9301 -2.6762 -0.17 0.06 -0.02
H -4.0071 -2.7902 -2.7888 0.20 -0.19 -0.20
O 0.1917 0.0698 5.2745 0.18 0.21 0.30
H 0.3609 -0.8536 5.4988 0.15 -0.04 -0.13
H -0.7525 0.1083 5.1027 -0.29 0.00 -0.20
O 4.3234 3.0658 2.2476 0.09 -0.01 -0.45
H 4.3724 4.0228 2.3503 -0.08 -0.15 0.12
H 4.6051 2.7269 3.0985 0.01 -0.21 0.10
O 3.8883 5.0995 3.9839 0.00 0.36 0.19
H 3.9407 6.0545 4.0750 -0.05 0.12 -0.03
H 4.1698 4.7654 4.8398 0.00 -0.13 0.08
O 2.4613 -2.5667 -2.1943 0.07 -0.17 -0.26
H 3.0971 -3.0077 -2.7617 0.09 -0.10 -0.04
H 1.6095 -2.7627 -2.5978 -0.13 0.03 0.13
O 4.3975 1.5355 -1.8939 -0.03 0.02 -0.04
H 4.1542 2.2096 -2.5320 -0.12 0.16 0.02
H 5.3516 1.6221 -1.8116 0.11 -0.06 0.00
O -2.8482 -0.4780 4.5831 0.06 0.08 0.17
H -3.1859 0.0370 3.8411 0.27 0.01 -0.26
H -3.5892 -1.0183 4.8606 -0.12 -0.07 0.05
O -3.2540 -5.5731 -0.8989 0.21 -0.27 -0.12
H -3.5917 -4.9582 -1.5670 -0.03 0.12 0.06
H -2.2961 -5.4330 -0.9158 0.04 -0.06 0.28
O -2.6012 -1.2797 -3.5413 -0.02 0.01 0.39
H -2.3136 -0.4470 -3.9323 0.09 0.01 -0.11
H -2.4217 -1.1686 -2.5928 -0.02 -0.02 0.05
O -6.6020 2.0259 2.2640 0.09 -0.02 -0.03
H -7.2203 2.5905 2.7302 -0.11 0.08 0.08
H -5.8250 2.5848 2.1383 0.08 0.05 -0.05
O 0.1981 -2.7995 5.3422 -0.19 0.02 0.12
H 0.3607 -3.7199 5.5551 0.16 -0.12 0.02
H -0.7452 -2.7566 5.1545 -0.05 0.07 -0.18
O 0.1967 3.7941 -0.6425 0.00 0.15 -0.11
H -0.7459 3.6334 -0.5133 0.02 -0.20 0.03
H 0.3353 4.6856 -0.3092 -0.04 0.05 0.09
O -2.9286 -8.8968 -1.1688 -0.06 0.10 0.05
H -2.9987 -9.1658 -2.0856 0.01 -0.05 -0.15
H -3.0816 -7.9417 -1.1897 0.00 0.12 0.14
O 6.5653 1.2034 -3.7221 0.13 0.12 -0.11
H 7.2071 0.7664 -4.2851 0.14 -0.05 -0.04
H 5.7137 0.9956 -4.1165 -0.16 -0.10 0.14
O 0.3710 5.7805 -2.9363 -0.01 -0.02 -0.06
H -0.3104 5.4705 -3.5474 0.17 0.11 -0.06
H 0.6998 4.9756 -2.5203 -0.11 -0.09 0.17
O -0.9696 1.3476 -3.9103 -0.38 -0.32 0.51
H -1.3241 1.3027 -3.0015 0.38 0.02 -0.19
H -1.0353 2.2722 -4.1465 -0.03 0.26 -0.05
O -1.2037 5.8400 -5.3448 -0.16 -0.01 -0.01
H -1.2107 5.6437 -6.2831 0.03 -0.14 -0.13
H -1.3231 6.7914 -5.2958 0.03 0.12 0.10
```
Forces are in eV/Å.

Summary:
- orbital gap (eV) = 7.2553
- net charge = -1

Results of the Mulliken charge analysis, in e, for atoms 1 through 6:
1 N -0.769
2 C -0.649
3 C -0.302
4 C -0.409
5 C -0.607
6 S 0.973

---

No. 8
# C4H5AuCl2NS3

C4H5AuCl2NS3 as an isolated structure (the ωB97M-V functional and the def2-TZVPD basis, the OMol25 dataset).

XYZ file:
```
16
Properties=species:S:1:pos:R:3:forces:R:3
Au 1.5260 1.0679 0.7828 0.16 -0.23 0.45
S 1.4203 -0.7177 4.9246 0.03 -0.47 0.62
C 1.5518 -0.0722 3.4729 -0.09 0.25 0.14
S 1.4747 1.5594 3.0554 0.00 0.48 -0.37
S 1.7762 -1.0232 2.1103 0.02 0.12 -0.67
C 1.3126 -0.3710 -3.6050 0.03 0.03 0.18
C 1.4269 0.2317 -2.2818 -0.09 0.00 -0.51
N 1.5013 0.7341 -1.2585 0.03 -0.27 0.03
H 1.8512 -1.3173 -3.6212 0.02 0.00 0.04
H 1.7389 0.2976 -4.3504 0.02 0.06 0.03
H 0.2630 -0.5491 -3.8327 -0.03 0.03 0.05
Cl -3.6143 -0.5839 -0.5839 0.02 0.00 -0.01
C -3.2858 0.0549 1.0211 0.04 -0.01 -0.13
Cl -1.5420 0.3716 1.2683 -0.19 -0.03 0.06
H -3.5896 -0.6750 1.7581 0.02 -0.04 0.06
H -3.8111 0.9922 1.1402 0.01 0.06 0.02
```
Forces are in eV/Å.

Summary:
- orbital gap (spin up / spin down) (eV) = 6.2134 / 5.4883
- net charge = +1

Results of the natural (NBO) charge analysis, in e, for atoms 1 through 6:
1 Au 0.794
2 S 0.287
3 C -0.658
4 S 0.137
5 S 0.306
6 C -0.741

---

No. 9
# C4H5BO2

One molecule with the formula C4H5BO2 at a distorted geometry (the ωB97M-V functional and the def2-TZVPD basis, the OMol25 dataset).

XYZ file:
```
12
Properties=species:S:1:pos:R:3:forces:R:3
O -1.8177 0.0283 1.9304 -1.92 -0.67 -3.62
C -1.0635 -0.4220 0.8039 -0.21 2.95 0.03
C 0.0739 0.5918 0.6746 1.16 -1.74 -1.13
C 0.8315 0.3785 -0.7542 -1.31 1.85 3.61
C 0.4603 -0.6534 -1.4806 -1.14 -1.46 0.43
B -0.6551 -1.3484 -0.4001 0.96 2.10 -0.35
O -0.3367 -1.6673 0.8749 0.25 -2.27 0.22
H -1.4422 -0.2759 2.7145 1.23 -1.08 1.99
H 0.5369 0.0230 1.4842 1.80 0.58 -0.10
H -0.0289 1.5791 1.0856 -0.52 0.62 -0.58
H 1.5044 1.2255 -0.8870 0.23 -0.62 -0.82
H 0.9161 -0.8616 -2.4507 -0.53 -0.26 0.32
```
Forces are in eV/Å.

Summary:
- orbital gap (eV) = 8.8227
- ΔE to the lowest compared entry with this formula, charge and spin (kJ/mol) = 382.0
- SMILES = O[C@]12CC=CB1O2

Results of the natural (NBO) charge analysis, in e, for atoms 1 through 6:
1 O -0.698
2 C 0.241
3 C -0.493
4 C -0.160
5 C -0.492
6 B 0.873

---

No. 10
# C4H5BO2

One molecule with the formula C4H5BO2 at a distorted geometry (the ωB97M-V functional and the def2-TZVPD basis, the OMol25 dataset).

XYZ file:
```
12
Properties=species:S:1:pos:R:3:forces:R:3
O 2.3154 0.1294 0.1904 0.37 0.29 0.19
C 1.1238 0.2515 0.0978 -0.69 -0.65 0.95
C 0.3727 0.5796 -1.1435 3.07 -1.09 -4.26
C -1.0247 0.2572 -0.9608 0.83 1.36 -1.94
C -1.3644 -0.0735 0.2310 -2.81 -2.05 4.81
B -0.0921 -0.2304 1.0647 1.29 -2.83 4.54
O 0.1482 -1.1318 2.6129 2.30 2.30 -4.25
H 0.8848 -0.1627 -1.9737 -1.27 1.63 1.73
H 0.5365 1.5586 -1.6167 0.07 -0.04 0.43
H -1.6701 0.4328 -1.7658 -1.08 -0.08 -1.11
H -2.4230 -0.3422 0.5247 1.39 0.42 -0.38
H 1.1929 -1.2684 2.7390 -3.47 0.73 -0.72
```
Forces are in eV/Å.

Summary:
- orbital gap (eV) = 8.6766
- ΔE to the lowest compared entry with this formula, charge and spin (kJ/mol) = 211.9
- SMILES = O=C1CC=CB1O

Results of the natural (NBO) charge analysis, in e, for atoms 1 through 6:
1 O -0.475
2 C 0.283
3 C -0.559
4 C -0.054
5 C -0.612
6 B 0.908

---

No. 11
# C4H5Br2ClN3

C4H5Br2ClN3 as an isolated structure at a distorted geometry (the ωB97M-V functional and the def2-TZVPD basis, the OMol25 dataset).

XYZ file:
```
15
Properties=species:S:1:pos:R:3:forces:R:3
C -1.7047 0.5854 -0.3893 -0.88 -1.20 0.98
C 1.0158 -0.1496 -0.0712 -0.50 -0.13 0.96
C -1.3758 -0.4848 0.6808 0.61 -0.69 -1.61
C 1.2926 1.1852 0.4127 -0.62 -0.85 -0.14
N -1.0597 1.4050 -1.0144 1.18 0.07 -0.17
N 0.0488 -0.9756 0.4314 -1.96 2.83 1.64
N 1.7242 -0.7207 -1.0154 2.05 0.81 -0.79
Cl 0.6119 1.8379 1.8008 -0.17 -0.30 -0.04
Br -3.5884 0.7167 -0.4853 -1.01 0.22 -0.26
Br 2.6687 2.0819 -0.3461 0.50 0.51 -0.45
H -1.8019 -0.0158 1.5690 1.42 0.15 0.81
H -2.0382 -1.3798 0.6408 0.58 0.58 -0.72
H 0.1624 -1.9628 0.4678 0.27 -0.54 -0.27
H 2.6190 -0.5033 -1.4808 -0.81 0.61 0.96
H 1.4253 -1.6199 -1.2007 -0.65 -2.07 -0.90
```
Forces are in eV/Å.

Summary:
- orbital gap (spin up / spin down) (eV) = 7.3746 / 7.7786
- net charge = +1
- ΔE to the lowest compared entry with this formula, charge and spin (kJ/mol) = 132.2

Results of the natural (NBO) charge analysis, in e, for atoms 1 through 6:
1 C 0.043
2 C 0.418
3 C -0.292
4 C -0.190
5 N -0.186
6 N -0.574

---

No. 12
# C4H5BrN2O

One molecule with the formula C4H5BrN2O at a distorted geometry (the ωB97M-V functional and the def2-TZVPD basis, the OMol25 dataset).

XYZ file:
```
13
Properties=species:S:1:pos:R:3:forces:R:3
C -0.1188 0.0758 -1.6343 -1.96 0.50 -2.28
C 0.2914 -0.2922 -0.2212 1.62 -0.06 -0.17
Br 2.1438 0.5645 -0.1279 -0.51 -0.51 0.35
C 0.5310 -1.7988 -0.1063 -0.96 3.08 0.06
N 0.6034 -2.9310 -0.0127 0.27 -1.09 0.03
C -0.6262 0.2311 0.8895 1.60 0.27 1.12
N -0.1730 1.2030 1.7520 -3.29 -0.61 0.88
O -1.7105 -0.2543 1.0474 -0.78 -0.36 -0.58
H -1.2317 -0.1955 -1.8482 1.89 0.14 0.60
H 0.5256 -0.6071 -2.2394 -0.68 0.99 -0.16
H -0.0509 1.2126 -2.0199 0.31 -2.64 1.48
H 0.7130 1.5281 2.0163 1.40 0.01 -0.41
H -0.8971 1.2638 2.5048 1.09 0.27 -0.92
```
Forces are in eV/Å.

Summary:
- orbital gap (eV) = 10.6425
- ΔE to the lowest compared entry with this formula, charge and spin (kJ/mol) = 30.6
- SMILES = C[C@](Br)(C#N)C(N)=O

Results of the natural (NBO) charge analysis, in e, for atoms 1 through 6:
1 C -0.648
2 C -0.173
3 Br -0.002
4 C 0.257
5 N -0.263
6 C 0.651